2 unconnected molecules or ions with the total composition C6H18Br2O3PS. Source: the OMol25 dataset; level of theory: ωB97M-V/def2-TZVPD.

Element x y z (Å)
Br1 1.82 -0.31 0.28
Br2 4.39 -1.46 1.93
S1 -2.59 2.10 -0.05
P1 0.54 -3.28 0.51
O1 -3.69 2.40 0.81
O2 -1.84 3.47 -0.41
O3 -2.85 1.41 -1.28
C1 2.15 -2.22 0.08
C2 -3.61 5.05 -1.05
C3 -1.29 1.36 0.85
C4 3.35 -2.76 0.86
C5 4.34 -3.57 -0.01
C6 -2.39 4.26 -1.48
H1 -1.58 4.91 -1.78
H2 3.99 -3.59 -1.04
H3 2.95 -3.40 1.65
H4 -2.62 3.60 -2.32
H5 -4.45 4.40 -0.82
H6 -0.27 -2.10 0.84
H7 5.34 -3.15 0.02
H8 -3.90 5.73 -1.86
H9 -0.44 1.19 0.20
H10 2.35 -2.34 -0.99
H11 0.14 -3.17 -0.91
H12 -1.66 0.41 1.23
H13 4.39 -4.60 0.34
H14 1.44 -4.44 0.17
H15 1.01 -3.37 1.92
H16 -1.04 2.03 1.67
H17 -0.58 -4.18 0.80
H18 -3.38 5.64 -0.17

Summary:
* charge: -1
* E_tot: -6352.59287 hartree
* orbital gap: 6.543 eV